[1]
This record from the OMol25 dataset describes a cluster of 3 separate species, C5H18NO2 in total. The level of theory is the ωB97M-V functional and the def2-TZVPD basis.

relative energy (zero: lowest compared OMol25 entry of this formula, charge and spin)	195.7	kJ/mol
multiplicity	1
net charge	+1

The geometry in XYZ format:
```
26
Properties=species:S:1:pos:R:3:nbo_charge:R:1
O 0.01143 3.10443 4.05508 -0.97
O -1.90841 1.69696 1.90518 -0.99
N -0.35524 -0.08215 1.21249 -0.66
C -0.37503 -1.42223 0.58866 -0.27
C 0.88816 -0.79415 -1.66044 -0.22
C 0.47959 0.59598 -2.14768 -0.62
C -0.37785 -1.53111 -0.97475 -0.42
C 1.50030 -1.56703 -2.78108 -0.61
H -0.05755 -0.11930 2.09502 0.42
H 1.50392 -2.63847 -2.37843 0.21
H 0.37908 -2.19259 0.82747 0.25
H -1.83902 2.14793 2.87053 0.55
H 0.10990 0.57830 0.61614 0.44
H -0.13560 0.56659 -3.04473 0.22
H 0.48808 3.83847 4.32014 0.49
H 1.00788 -1.48227 -3.73126 0.23
H -1.30578 0.28512 1.33255 0.47
H -2.64741 1.94111 1.45467 0.49
H 1.38426 1.15143 -2.45099 0.23
H -1.32802 -1.26896 -1.47679 0.22
H -0.29977 -2.69006 -1.20297 0.24
H 1.67311 -0.64257 -0.85050 0.18
H -0.01107 1.20257 -1.46682 0.18
H -0.03729 2.42276 4.74105 0.48
H -1.35308 -1.84538 0.93644 0.22
H 2.60537 -1.25538 -2.78899 0.23
```



[2]
This record from the OMol25 dataset describes a cluster of 3 separate species, C23H57F3N7O6P2S in total. The level of theory is the ωB97M-V functional and the def2-TZVPD basis.

calculated total energy	-85047.827	eV
multiplicity	1
net charge	+1

The geometry in XYZ format:
```
99
Properties=species:S:1:pos:R:3:mulliken_charge:R:1
S 4.50796 1.18130 3.03545 1.16
P 2.23431 -0.58782 -3.53153 0.34
P -4.49327 -1.00383 -1.23185 0.49
F 3.76371 -0.65480 1.54356 -0.19
F 4.28326 -1.40296 3.47897 -0.21
F 2.38025 -0.42790 3.16567 -0.16
O 1.87257 2.46902 6.03220 -0.43
O 1.27474 0.54779 -3.53995 -0.87
O -4.06872 -1.25357 0.17317 -0.91
O 5.90231 0.93054 2.88005 -0.62
O 3.91522 2.11102 2.13919 -0.51
O -0.41841 0.65890 2.54986 -0.12
N 1.50060 -1.79653 -4.47685 0.40
N -6.19419 -0.92184 -1.17934 0.25
N 4.37155 1.79889 4.72343 -0.07
N 3.82135 -1.00838 -3.82600 0.26
N -3.83948 -2.39679 -2.00344 0.41
N -4.24560 -0.00356 -2.54055 0.31
N 2.34364 -0.88637 -1.83006 0.59
C 2.26512 -2.20208 -1.23384 -0.99
C -0.53143 1.74418 1.64105 -0.58
C 1.59245 4.43408 4.62402 -0.95
C -4.56328 -3.21830 -2.95069 -1.22
C 2.20620 3.05572 4.77384 1.60
C -5.27864 0.63161 -3.34058 -0.83
C 1.72976 0.11313 -0.96534 -0.51
C 4.87126 -0.37202 -3.03633 -1.02
C -0.43235 3.14551 3.69812 -0.50
C 3.71787 3.16666 4.76267 -1.88
C 3.73646 0.88664 5.76508 -0.76
C -1.22969 -0.44700 2.19504 -0.81
C 1.19664 -1.40761 -5.84656 -1.22
C 0.11013 2.96741 2.28597 -0.36
C 2.24028 1.11159 5.98800 -0.03
C -2.90656 0.05760 -3.12754 -0.89
C 0.06138 4.40099 4.41534 -1.09
C 4.27391 -2.14214 -4.61509 -0.79
C -7.18729 -1.79753 -1.75513 -0.95
C -2.94268 -3.22291 -1.20265 -0.87
C 1.00843 -3.10034 -4.10504 -0.99
C -6.73641 0.10875 -0.30831 -1.13
C 3.63519 -0.47318 2.82952 0.63
H -1.28009 -1.10247 3.06633 0.36
H 1.87658 2.35385 4.00355 -0.33
H -3.48295 -3.89549 -0.52463 0.29
H 2.89052 -2.92342 -1.76396 0.32
H -0.05226 1.49224 0.68940 0.10
H -2.69403 1.06266 -3.49555 0.42
H -0.77216 -1.03212 1.39069 0.13
H 3.73235 -2.24102 -5.55152 0.21
H 3.93275 -0.16628 5.57014 0.32
H -2.80982 -0.64619 -3.95921 0.30
H 4.11710 3.82460 3.99590 0.47
H -2.26936 -2.60899 -0.61133 0.10
H -7.80367 -0.04323 -0.15560 0.41
H -6.25726 0.09273 0.67391 0.29
H -5.27831 -3.88964 -2.45978 0.34
H 5.76975 -0.22511 -3.63806 0.38
H 2.10220 -1.33492 -6.46438 0.29
H 0.69152 -0.43948 -5.88275 0.30
H -6.60325 1.11592 -0.72850 0.30
H -0.44536 4.51343 5.37298 0.36
H 4.25318 1.12343 6.69592 0.48
H 1.41707 -3.87753 -4.76515 0.34
H 0.64239 -0.01126 -0.88673 -0.04
H 4.55710 0.60930 -2.68584 0.30
H 1.80282 4.97664 5.55000 0.47
H -1.58798 1.93826 1.41564 0.53
H 4.19108 -3.07767 -4.05371 0.25
H -5.08411 -2.61333 -3.69582 0.29
H 2.64728 -2.17227 -0.20945 0.09
H -7.92255 -1.22695 -2.33851 0.36
H -0.24577 2.28499 4.33868 0.13
H -7.73532 -2.34869 -0.98245 0.34
H 2.10010 4.95936 3.81415 0.47
H 1.28690 -3.39148 -3.09797 0.31
H 5.32120 -2.00403 -4.88709 0.35
H 1.23502 -2.57882 -1.18555 0.25
H 1.93334 1.11476 -1.33288 0.46
H 0.53955 -2.13982 -6.31313 0.44
H 2.15535 0.05345 0.03702 -0.04
H -0.08287 -3.15145 -4.17302 0.31
H -0.21322 5.28008 3.82733 0.39
H 5.34279 1.94319 5.01462 0.48
H -0.11362 3.82659 1.65070 0.45
H 4.00430 3.57921 5.73336 0.53
H -3.86084 -3.84271 -3.50982 0.36
H -2.14064 -0.18099 -2.39181 0.09
H -2.32902 -3.83029 -1.87041 0.33
H -1.52050 3.22064 3.61398 0.52
H -2.25187 -0.16189 1.94116 0.38
H -4.84321 1.44674 -3.92023 0.36
H 1.61748 0.58628 5.25773 0.09
H -6.06054 1.08003 -2.73369 0.22
H -5.73166 -0.07656 -4.04075 0.26
H 1.18768 2.78750 2.24184 0.03
H 2.01303 0.67949 6.96343 0.47
H -6.76877 -2.52571 -2.43895 0.26
H 5.13198 -0.97938 -2.16378 0.31
```



Number 1: largest force on an atom 6.23 eV/Å. Number 2: largest force on an atom 4.34 eV/Å.